1.
Here is a structure of composition C4H4N2 in a non-equilibrium geometry from OMol25. Energies are from wB97M-V/def2-TZVPD.

Properties
multiplicity = 1
ΔE to the lowest compared entry with this formula, charge and spin = 113.8 kcal/mol
net charge = 0

Last column: natural (NBO) charge in e.
Geometry (Å):
1 N 1.1300 1.1445 -0.0368  -0.81
2 C 0.1205 0.1606 -0.2586  -0.19
3 C -0.9826 -0.0440 0.6091  -0.05
4 C -1.8981 -0.1987 1.3790  -0.23
5 C 0.3588 -0.7468 -1.1995  0.30
6 N 0.6860 -1.6520 -1.9582  -0.44
7 H 1.0078 1.9504 -0.6353  0.37
8 H 1.1333 1.4366 0.9331  0.38
9 H 1.1725 -1.7335 -0.8691  0.44
10 H -2.7280 -0.3171 2.0362  0.24


2.
Here is the molecule C4H4N2 in a non-equilibrium geometry from OMol25. Energies are from wB97M-V/def2-TZVPD.

Properties
multiplicity = 1
SMILES = c1cnccn1
ΔE to the lowest compared entry with this formula, charge and spin = 9.6 kcal/mol
net charge = 0

Last column: natural (NBO) charge in e.
Geometry (Å):
1 C 0.5873 0.8669 0.8393  -0.02
2 C 0.7446 0.9635 -0.5617  -0.02
3 N 0.1540 0.0664 -1.4270  -0.37
4 C -0.5587 -0.8785 -0.8261  -0.01
5 C -0.6629 -0.9993 0.5844  -0.01
6 N -0.1101 -0.1351 1.4439  -0.37
7 H 0.9360 1.7191 1.4310  0.20
8 H 1.2959 1.8368 -0.9607  0.21
9 H -1.0470 -1.6446 -1.4355  0.20
10 H -1.3390 -1.7953 0.9124  0.20


3.
Here is the molecule C4H4N2 in a non-equilibrium geometry from OMol25. Energies are from wB97M-V/def2-TZVPD.

Properties
multiplicity = 1
SMILES = C#C[C@H](N)C#N
ΔE to the lowest compared entry with this formula, charge and spin = 55.4 kcal/mol
net charge = 0

Last column: natural (NBO) charge in e.
Geometry (Å):
1 C 2.1887 -0.3928 0.0236  -0.18
2 C 1.0296 -0.0930 0.1559  -0.05
3 C -0.4247 0.1392 0.3062  -0.21
4 N -1.2687 -0.7868 -0.4424  -0.78
5 C -0.8116 1.5512 0.1007  0.28
6 N -1.1573 2.6511 0.1800  -0.29
7 H 3.2245 -0.6345 -0.0945  0.24
8 H -0.6953 0.0589 1.3661  0.26
9 H -1.0919 -0.7162 -1.4410  0.37
10 H -1.0163 -1.7349 -0.1734  0.37


4.
Here is a structure of composition C4H4N2 in a non-equilibrium geometry from OMol25. Energies are from wB97M-V/def2-TZVPD.

Properties
multiplicity = 1
ΔE to the lowest compared entry with this formula, charge and spin = 116.5 kcal/mol
net charge = 0

Last column: natural (NBO) charge in e.
Geometry (Å):
1 N -1.1793 -0.7593 0.3245  -0.81
2 C -0.1874 0.4536 0.1109  -0.38
3 C 1.1742 0.0617 0.1842  -0.06
4 C 2.3171 -0.3140 0.3024  -0.22
5 C -0.6663 1.3651 -0.8654  0.25
6 N -1.1157 2.1180 -1.6293  -0.34
7 H -1.9721 -0.7449 -0.3098  0.42
8 H -0.6843 -1.6446 0.3748  0.42
9 H -1.0206 0.0899 1.1152  0.49
10 H 3.3343 -0.6256 0.3925  0.24


5.
Here is the molecule C4H4N2 in a non-equilibrium geometry from OMol25. Energies are from wB97M-V/def2-TZVPD.

Properties
multiplicity = 1
SMILES = c1cnccn1
ΔE to the lowest compared entry with this formula, charge and spin = 30.8 kcal/mol
net charge = 0

Last column: natural (NBO) charge in e.
Geometry (Å):
1 C 1.1209 -0.8031 -0.0608  -0.02
2 C 1.1553 0.5888 0.0678  0.00
3 N 0.1396 1.3536 -0.3070  -0.37
4 C -1.0467 0.7687 -0.3076  -0.02
5 C -1.1405 -0.5916 -0.0268  -0.03
6 N -0.0714 -1.3909 -0.0813  -0.37
7 H 2.0227 -1.4217 -0.0457  0.20
8 H 1.7082 1.0789 0.8491  0.20
9 H -1.8832 1.4613 -0.3031  0.21
10 H -2.0692 -1.0342 0.3074  0.20


6.
Here is the molecule C4H4N2 in a non-equilibrium geometry from OMol25. Energies are from wB97M-V/def2-TZVPD.

Properties
multiplicity = 1
SMILES = [H]/N=C1/C=CC=N1
ΔE to the lowest compared entry with this formula, charge and spin = 73.2 kcal/mol
net charge = 0

Last column: natural (NBO) charge in e.
Geometry (Å):
1 H -2.3373 -1.1773 -0.0460  0.37
2 N -2.3287 0.0605 0.0688  -0.49
3 C -1.0661 0.0754 -0.0480  0.31
4 C 0.0305 1.1295 -0.1185  -0.20
5 C 1.1549 0.4818 -0.0925  -0.27
6 C 0.9860 -0.9020 0.0203  0.09
7 N -0.2735 -1.1434 -0.2475  -0.48
8 H -0.0456 2.1844 -0.2130  0.23
9 H 2.0904 1.0122 0.3314  0.22
10 H 1.7893 -1.7212 0.3450  0.22